Record 1
Molecular formula: C7H13N2O
Method: DFT, ωB97M-V/def2-TZVPD

Cartesian coordinates (Å):
C 0.206178 1.115767 0.704398
C 1.311566 0.414252 0.035736
C -1.072805 0.950428 0.436877
C 2.604314 0.650100 0.084776
C -1.626560 -0.181117 -0.427459
C -3.102126 -0.332092 -0.150761
C 4.920348 0.753717 0.823337
N -1.472237 0.282866 -1.833409
N -0.912080 -1.462506 -0.268442
O 3.778468 0.870053 -0.073979
H 0.342564 1.884280 1.438066
H 0.898104 -0.574623 -0.472731
H -1.674347 1.674598 0.985437
H -3.131431 -1.154654 0.676559
H -3.552953 -0.670394 -1.046806
H -3.556395 0.646660 0.352456
H 5.251474 -0.277580 0.698342
H 4.497844 0.637486 1.897301
H 5.444616 1.665143 0.678162
H -1.575636 -0.411335 -2.553816
H -0.574098 0.688913 -2.075303
H -1.582208 -2.209302 -0.261601
H -0.460161 -1.570853 0.638397

Cartesian forces (eV/Å) of the 3 atoms listed first:
0.67 0.94 0.09
0.73 -1.35 -0.09
0.11 -1.19 -0.03

Results
Calculated total energy, eV: -12485.921
Spin multiplicity: 1
Charge: +1

Record 2
Molecular formula: C18H38N4O5PRh
Method: DFT, ωB97M-V/def2-TZVPD

Cartesian coordinates (Å):
Rh -1.068076 -1.120510 -1.649963
N 0.182761 -3.028459 -2.242643
C -0.364318 -4.168180 -1.492338
C -1.359886 -3.709569 -0.444094
O -1.512328 -4.340257 0.586113
N -2.068718 -2.618672 -0.831538
C -3.203882 -2.192061 -0.042156
C -3.750633 -0.919351 -0.632533
O -4.850130 -0.522576 -0.313856
O -2.945306 -0.299744 -1.463871
H 0.184764 -3.184116 -3.241241
H 1.133223 -2.824010 -1.957439
H 0.406250 -4.756978 -0.999544
H -0.911004 -4.820038 -2.173081
H -2.935644 -1.979666 0.998423
H -3.987674 -2.947719 -0.035600
N -1.065799 3.209342 -5.000209
C -0.155034 2.091586 -4.767613
C -0.902062 0.941201 -4.124735
O -2.210338 1.015395 -4.162712
O -0.324820 -0.002109 -3.619266
H -0.673442 3.888257 -5.636838
H -1.262718 3.690477 -4.129863
H -2.456320 1.849996 -4.613099
H 0.705294 2.326582 -4.138963
H 0.220917 1.725085 -5.722731
C 3.253353 0.148809 0.195139
C 2.177629 1.210756 0.473580
C 1.907409 1.902559 -0.873734
C 2.696783 2.219514 1.499435
P 0.604120 0.273296 0.989456
N 0.089519 -0.388457 -0.316602
C 1.015076 -1.079345 2.265302
C 1.955723 -0.632897 3.388579
C -0.309679 -1.569989 2.865499
C 1.600340 -2.279848 1.502085
C -0.683487 1.476456 1.691509
C -2.056587 0.801182 1.610130
C -0.382472 1.960900 3.114100
C -0.738690 2.676873 0.736240
H 4.102659 0.624900 -0.303253
H 2.857745 -0.622380 -0.466218
H 3.626119 -0.314007 1.106038
H 2.866087 2.121523 -1.355054
H 1.368501 2.841152 -0.762914
H 1.336125 1.241010 -1.525825
H 3.646911 2.628193 1.142306
H 2.877543 1.760080 2.471188
H 2.011386 3.055215 1.634728
H 1.548771 0.213733 3.943343
H 2.943688 -0.361894 3.019761
H 2.086303 -1.460107 4.093403
H -0.771094 -0.836068 3.521830
H -0.110200 -2.463398 3.463152
H -1.009683 -1.852634 2.077417
H 2.653597 -2.160383 1.258774
H 1.036055 -2.440322 0.583839
H 1.497844 -3.175697 2.120772
H -2.205971 0.035323 2.365503
H -2.198761 0.359031 0.629950
H -2.834452 1.557367 1.749962
H -0.503008 1.166968 3.849705
H -1.083228 2.759333 3.378315
H 0.627129 2.363502 3.202412
H -0.848003 2.336353 -0.294777
H 0.138416 3.317170 0.820827
H -1.614592 3.282319 0.985486

Cartesian forces (eV/Å) of the 3 atoms listed first:
-2.69 -2.11 0.34
0.46 0.79 0.26
0.08 0.07 0.05

Results
Calculated total energy, eV: -47776.972
Spin multiplicity: 1

Record 3
Molecular formula: C19H49Li3N9O7
Method: DFT, ωB97M-V/def2-TZVPD

Cartesian coordinates (Å):
Li 3.772102 3.149798 0.532439
Li 1.327193 4.507256 1.522272
Li 2.170935 1.307570 2.284758
C 1.174882 0.808992 -0.901079
C 0.703046 2.075159 -0.240893
C -0.731036 1.837359 0.308482
O 1.482048 2.545872 0.852479
H 0.858736 -0.071725 -0.338408
H 2.233915 0.843251 -1.161990
H 0.700076 0.694193 -1.878500
H 0.594162 2.842376 -1.012213
H -1.283145 1.535757 -0.583659
H -1.165889 2.744863 0.700218
H -0.864397 1.064332 1.068020
C 5.234665 0.207895 -0.573234
C 4.614640 0.011552 0.827988
C 5.500799 -0.929244 1.667474
O 4.292159 1.248814 1.429900
H 4.406482 0.547666 -1.202535
H 5.661834 -0.663688 -1.068447
H 5.985842 1.000200 -0.543993
H 3.688039 -0.546202 0.627334
H 6.486213 -0.459624 1.690862
H 5.618537 -1.845309 1.091001
H 5.039630 -0.982399 2.651489
C -2.762884 4.430616 3.620503
O -3.968045 4.378653 3.410722
N -1.836567 4.134477 2.701371
N -2.173768 4.823420 4.792511
H -0.878827 4.218210 2.995959
H -2.091220 3.752947 1.810097
H -2.711838 5.081912 5.600281
H -1.188430 4.996650 4.781099
C -1.859835 4.727646 -2.655448
O -1.494535 3.703036 -2.055633
N -2.327093 4.762041 -3.927078
N -2.046966 5.894527 -2.028321
H -2.708434 5.624849 -4.269739
H -2.284799 3.982275 -4.558289
H -1.679132 5.826898 -1.092829
H -2.156622 6.722517 -2.585138
C -3.352342 0.378131 4.164903
O -3.353967 0.855166 5.296132
N -3.531479 1.131814 3.057324
N -3.261725 -0.948648 3.888854
H -3.553013 2.129784 3.205304
H -3.433742 0.816497 2.110338
H -2.625347 -1.551521 4.378300
H -3.491006 -1.174335 2.936425
C -5.038819 2.132756 -0.441939
O -6.049091 1.766920 0.129015
N -4.555320 3.402207 -0.406499
N -4.328043 1.323458 -1.278256
H -3.840220 3.688709 -1.050240
H -5.136726 3.985104 0.176019
H -4.355087 0.347337 -1.023052
H -3.418726 1.580438 -1.631266
C -0.135054 -5.377903 0.087016
C 0.138959 -3.942110 -0.304989
C 1.359860 -3.428055 0.472819
C 2.753344 -3.716068 -0.137339
C 2.675554 -3.330589 -1.593449
C 1.572786 -3.993064 -2.484438
N 0.276912 -3.830858 -1.769405
O -0.800431 -4.260227 -2.563060
C 1.561524 -3.232397 -3.821771
C 1.958780 -5.484778 -2.699007
C -1.051429 -3.130836 0.264313
H -0.917830 -5.763391 -0.571510
H -0.687713 -5.546863 1.020364
H 0.724989 -6.018338 0.287623
H 1.261427 -2.391234 0.798519
H 1.365531 -3.987240 1.412458
H 2.908031 -4.795344 -0.075005
H 3.599052 -3.184144 0.295192
H 3.548289 -3.776305 -2.080923
H 2.692334 -2.238211 -1.619401
H 2.510032 -2.762875 -4.074732
H 1.389737 -3.965508 -4.613846
H 0.697861 -2.569550 -3.845384
H 2.540024 -5.644424 -3.606221
H 2.364593 -5.980299 -1.821348
H 0.969466 -5.871579 -2.961463
H -1.234248 -3.253482 1.330358
H -1.979877 -3.416293 -0.237223
H -0.924521 -2.067840 0.038241
H -1.145819 -3.439392 -2.927598

Cartesian forces (eV/Å) of the 3 atoms listed first:
0.10 -2.36 0.29
-0.47 -1.28 -0.57
1.01 -0.04 -1.27

Results
Calculated total energy, eV: -48852.886
Spin multiplicity: 1
Charge: +1

Record 4
Molecular formula: C36H32GeN5NbO8S
Method: DFT, ωB97M-V/def2-TZVPD

Cartesian coordinates (Å):
Nb -0.359704 2.585613 1.515779
O 2.466233 0.905446 6.367449
C 1.390829 1.579081 6.801670
O 1.068739 1.629047 8.002111
C 0.557153 2.128940 5.714232
C -0.582893 2.883848 5.946858
N -1.185446 3.181117 4.780728
N -0.394827 2.679975 3.700762
C 0.673633 2.071847 4.297987
C 1.733888 1.623247 3.447644
O 2.852091 1.150896 3.689303
O 1.358915 1.838650 2.132471
H 2.632710 1.049348 5.420216
H -1.047081 3.100989 6.875940
H -2.031427 3.648590 4.469865
S -1.744732 0.547956 1.424595
C -3.041978 0.316167 0.364925
N -2.759283 0.101542 -0.948766
C -3.780040 -0.086217 -1.833224
C -5.080389 -0.095362 -1.463773
C -5.375051 -0.027965 -0.055165
C -4.351639 0.185211 0.835989
H -1.816383 0.224593 -1.281367
H -3.407243 -0.200567 -2.895906
H -5.835291 -0.257212 -2.181475
H -6.412125 -0.142075 0.293322
H -4.495399 0.268944 1.918730
O -0.181678 0.583077 -1.760646
C 0.624189 1.256882 -1.114241
O 0.207290 2.295132 -0.381717
C 2.170575 0.985616 -1.115993
C 2.491670 -0.365154 -0.428165
Ge 2.232830 -2.079079 -1.395129
C 3.908945 -2.829762 -2.071381
C 4.674359 -3.652927 -1.229692
C 5.674977 -4.440046 -1.757914
C 5.921212 -4.371175 -3.175808
C 5.224016 -3.542061 -4.006523
C 4.260713 -2.729549 -3.424389
C 1.023150 -2.097327 -2.913885
C 1.298933 -1.316029 -4.039550
C 0.569891 -1.561468 -5.224970
C -0.474648 -2.462052 -5.257117
C -0.689873 -3.287330 -4.151201
C -0.030967 -3.015857 -2.970713
C 1.441649 -3.347076 -0.011182
C 0.396656 -2.806991 0.775882
C -0.248542 -3.634449 1.709481
C 0.066689 -4.986899 1.759782
C 1.105930 -5.516448 1.007641
C 1.772436 -4.724056 0.096166
H 2.744839 1.782342 -0.625531
H 2.421512 0.941279 -2.174294
H 1.848526 -0.522830 0.470006
H 3.517424 -0.323611 -0.131740
H 4.485334 -3.646028 -0.145399
H 6.265723 -5.024902 -1.038674
H 6.641513 -5.095882 -3.636202
H 5.451126 -3.559160 -5.079488
H 3.780873 -1.976129 -4.050643
H 2.187928 -0.611793 -4.114892
H 0.803951 -0.877986 -6.053298
H -1.064374 -2.559248 -6.209622
H -1.426626 -4.071469 -4.195972
H -0.260541 -3.552076 -2.065534
H 0.002722 -1.767718 0.550748
H -1.054119 -3.235921 2.339687
H -0.544564 -5.618617 2.401097
H 1.544560 -6.482312 1.066850
H 2.498385 -5.080420 -0.628712
C -5.193580 5.623435 0.179197
N -3.792014 5.410595 0.509406
C -2.892818 6.424865 0.353125
C -1.554606 6.260939 0.546980
C -1.057483 5.046096 1.114143
O 0.146311 4.741939 1.477348
N -1.980001 4.004445 1.279030
C -3.311758 4.060754 0.780922
O -3.926838 3.103162 0.407241
H -5.782680 4.808886 0.643024
H -5.336177 5.469042 -0.945368
H -5.442254 6.642860 0.502952
H -3.308209 7.397261 0.056015
H -0.885725 7.041568 0.157930

Cartesian forces (eV/Å) of the 3 atoms listed first:
1.39 -0.19 -3.07
-0.68 0.61 0.88
0.47 -1.29 3.29

Results
Calculated total energy, eV: -130570.652
Spin multiplicity: 1
Charge: +2

Record 5
Molecular formula: C17H26F16N2O3P
Method: DFT, ωB97M-V/def2-TZVPD

Cartesian coordinates (Å):
C 1.010198 3.140734 0.037512
C 1.257217 2.077106 1.094783
N 0.057624 1.389284 1.573015
C -0.269485 0.158208 0.955322
C -1.785455 -0.056968 0.951399
C -2.228914 0.830598 -0.202029
P -4.022172 0.896525 -0.707936
C -4.538239 2.473376 0.075295
O -4.713266 -0.250728 0.241064
C -1.230243 0.499558 -1.298475
N -0.022185 0.036882 -0.520423
H 0.075313 3.015910 -0.473129
H 1.801634 3.115874 -0.676632
H 1.021144 4.117180 0.453755
H 1.703422 2.554623 1.935741
H 1.964676 1.352812 0.747884
H -0.737611 1.998350 1.617918
H 0.179803 -0.632580 1.517389
H -2.235472 0.095298 1.901967
H -1.904860 -1.065519 0.590665
H -2.000037 1.848402 0.035417
H -5.136310 2.296819 0.937906
H -3.704730 3.064963 0.389525
H -5.081284 3.032767 -0.645593
H -4.415386 -0.201935 1.153681
H -0.980762 1.423376 -1.772327
H -1.519961 -0.193997 -2.048419
H 0.887680 0.286327 -0.899011
H -0.033516 -0.971447 -0.665910
C 0.794761 -1.668819 4.474434
C 2.193055 -1.945388 3.899902
C 2.591512 -3.408050 3.696245
F 2.610562 -4.060924 4.871269
F 3.832715 -3.439665 3.159060
F 3.115054 -1.313510 4.639132
F 2.212031 -1.375089 2.644106
O 0.719405 -1.418835 5.849539
C 0.624751 -2.464462 6.731094
C 1.841524 -2.503212 7.653382
F 2.964058 -2.646944 6.919899
F 1.720434 -3.562722 8.475981
F 0.450264 -3.632364 6.088246
F -0.460238 -2.247310 7.496887
H 0.476973 -0.731525 4.016605
H 0.077184 -2.430253 4.164966
H 1.896897 -3.907783 3.012035
H 1.903473 -1.583061 8.238044
C 0.423339 1.235949 -6.917373
C 0.329482 2.045672 -5.612790
C 1.455454 1.874647 -4.592043
F 1.518650 0.594331 -4.145020
F 1.196604 2.667866 -3.522270
F -0.859188 1.803290 -5.009588
F 0.356174 3.355350 -5.965397
O -0.313959 0.034197 -6.947969
C 0.226965 -1.106785 -6.443095
C -0.587390 -1.563861 -5.238436
F -0.574128 -0.571511 -4.308859
F -0.022433 -2.660633 -4.690136
F 1.522723 -0.949332 -6.114604
F 0.145175 -2.068417 -7.376696
H -0.039072 1.858791 -7.678564
H 1.456317 1.084629 -7.226788
H 2.419326 2.158894 -5.020661
H -1.617274 -1.784960 -5.520890

Cartesian forces (eV/Å) of the 3 atoms listed first:
0.19 -0.55 0.07
-0.71 0.38 0.29
0.43 -0.11 -0.41

Results
Calculated total energy, eV: -79935.339
Spin multiplicity: 1
Charge: +1

Record 6
Molecular formula: CH5BO
Method: DFT, ωB97M-V/def2-TZVPD

Cartesian coordinates (Å):
B -0.046201 0.125007 0.516843
C -1.049558 0.274925 -0.650669
O 2.628628 -0.735593 0.530313
H -0.075777 0.641461 1.569554
H -1.984689 0.625460 -0.133969
H -1.126855 -0.419790 -1.482579
H -0.586387 1.167266 -1.030436
H 2.141977 -1.071545 -0.254696

Cartesian forces (eV/Å) of the 3 atoms listed first:
0.66 -0.33 -0.46
0.13 -0.28 1.70
-2.22 0.34 -0.59

Results
Calculated total energy, eV: -3836.840
Spin multiplicity: 1